[1]
Molecular formula: C9H13Br24GaNO4P2S
Method: DFT, ωB97M-V/def2-TZVPD

Last column: natural (NBO) charge in e.
Positions of all 55 atoms, in Å:
Br1 8.721 -6.292 0.406  0.0830
Br2 -5.431 6.324 7.578  0.0937
Br3 -5.999 2.912 5.578  0.0360
Br4 1.782 -5.546 -5.366  0.0729
Br5 3.128 -7.687 -3.410  0.0937
Br6 6.593 -3.913 0.311  0.1007
Br7 -6.876 3.890 9.063  0.1021
Br8 -2.900 -0.439 9.910  0.1059
Br9 -0.717 -2.753 9.649  0.0793
Br10 -0.279 -7.182 -9.473  0.0871
Br11 5.238 1.776 -3.203  0.0762
Br12 6.109 -6.561 -1.411  0.0927
Br13 4.890 -5.348 -4.696  0.1118
Br14 4.433 -2.599 -2.441  0.0704
Br15 3.182 3.255 -1.252  0.1025
Br16 -3.543 -3.046 8.192  0.0909
Br17 5.202 1.077 -0.083  0.0776
Br18 -2.054 -4.640 -8.713  0.0979
Br19 -8.595 5.969 7.361  0.0853
Br20 2.453 -0.388 -3.599  0.1496
Br21 -2.922 2.907 4.656  0.1936
Br22 -3.795 1.600 7.490  0.0091
Br23 4.503 -1.849 -5.560  0.0771
Br24 -2.282 -7.317 -6.991  0.0926
Ga1 -1.483 4.972 -0.529  1.0657
S1 -3.425 6.200 -0.677  -0.6177
P1 -0.168 2.580 -3.096  2.0570
P2 -0.733 4.645 -2.770  -0.5293
O1 -1.219 1.895 -4.153  -0.9832
O2 1.299 2.601 -3.834  -0.9990
O3 -0.092 1.760 -1.868  -1.1033
O4 -1.926 3.222 0.152  -0.7613
N1 -1.905 3.056 2.554  -0.5918
C1 -1.742 3.197 1.412  0.6354
C2 7.418 -5.357 -0.667  -0.4988
C3 3.408 -2.012 -3.975  -0.5079
C4 -4.159 2.974 6.163  -0.5370
C5 -2.175 -1.826 8.788  -0.4960
C6 -1.126 -6.193 -8.050  -0.4954
C7 3.154 -5.864 -4.046  -0.5019
C8 4.160 1.639 -1.607  -0.4976
C9 -7.033 5.715 8.463  -0.4988
H1 -0.339 -5.838 -7.398  0.2178
H2 2.931 -5.230 -3.197  0.2294
H3 -1.772 -1.344 7.907  0.2340
H4 2.671 -2.778 -4.179  0.2132
H5 -4.142 5.562 -1.630  0.1373
H6 -4.019 3.926 6.658  0.2085
H7 -1.913 4.839 -3.535  0.0339
H8 -0.396 5.693 0.371  -0.2886
H9 1.765 3.366 -3.450  0.5121
H10 -7.161 6.330 9.342  0.2204
H11 -2.098 2.160 -3.854  0.5042
H12 7.950 -4.913 -1.497  0.2244
H13 3.429 0.871 -1.790  0.2328

Properties
HOMO level = -6.1 eV
Lowest unoccupied orbital energy = 0.81 eV
Charge = -1


[2]
Molecular formula: C9H13Br2FInS
Method: DFT, ωB97M-V/def2-TZVPD

Last column: Mulliken charge in e.
Positions of all 27 atoms, in Å:
In1 -2.250 -0.117 1.665  0.8244
Br1 -0.912 2.109 3.918  -0.1915
Br2 2.274 0.721 3.712  -0.2476
S1 -3.799 -1.649 2.937  -0.5997
F1 2.025 1.245 -0.840  -0.3210
C1 -0.555 0.378 3.064  -0.9259
C2 0.772 0.373 2.395  0.0090
C3 -0.048 -0.201 -4.064  -0.5150
C4 -0.722 0.452 -3.041  -0.4290
C5 1.342 0.772 -1.901  0.3224
C6 2.035 0.127 -2.906  -0.5391
C7 1.042 -0.983 1.762  -1.1261
C8 -0.026 0.944 -1.948  -0.2124
C9 1.329 -0.364 -3.994  -0.3053
H1 0.873 1.174 1.681  0.4800
H2 -1.795 0.576 -3.088  0.3711
H3 -0.596 -0.588 -4.913  0.3643
H4 -3.268 -1.586 4.162  0.0404
H5 -1.743 -0.979 0.204  -0.3440
H6 -0.536 -0.370 3.845  0.5299
H7 0.320 -1.704 2.131  0.3391
H8 2.037 -1.335 1.982  0.4634
H9 -3.171 1.363 1.305  -0.3435
H10 1.855 -0.878 -4.787  0.3443
H11 -0.537 1.443 -1.135  0.4878
H12 0.946 -0.932 0.683  0.1124
H13 3.108 0.012 -2.830  0.4116

Properties
HOMO level = -4.9 eV
Lowest unoccupied orbital energy = 2.81 eV
Charge = -1


[3]
Molecular formula: C9H13BrN3
Method: DFT, ωB97M-V/def2-TZVPD

Last column: natural (NBO) charge in e.
Positions of all 26 atoms, in Å:
Br1 -3.205 0.995 -0.672  0.0110
N1 -2.415 -2.183 1.698  -0.6447
N2 -1.615 -1.689 -1.785  -0.7161
N3 -2.514 -2.073 0.338  -0.3421
C1 0.915 1.175 -0.305  -0.1213
C2 3.602 1.117 0.558  -0.1628
C3 -1.558 -1.689 -0.485  0.3568
C4 1.978 1.447 -1.233  -0.1997
C5 1.226 1.194 1.080  -0.1928
C6 2.563 1.204 1.492  -0.2015
C7 -1.521 0.973 0.211  -0.2870
C8 -0.496 1.252 -0.630  -0.2028
C9 3.269 1.417 -0.803  -0.2100
H1 0.573 1.197 1.909  0.2202
H2 -3.104 -2.579 2.293  0.4194
H3 2.893 1.176 2.472  0.2207
H4 -3.415 -2.386 0.013  0.4208
H5 4.643 0.955 0.973  0.2378
H6 -2.529 -1.649 -2.205  0.4282
H7 -0.628 1.687 -1.637  0.2380
H8 -0.787 -1.267 -2.116  0.4306
H9 -1.655 0.493 1.093  0.2169
H10 3.898 1.602 -1.665  0.2319
H11 1.920 1.683 -2.326  0.2325
H12 -1.509 -2.582 1.850  0.3739
H13 -0.530 -1.470 -0.117  0.2422

Properties
HOMO level = -11.6 eV
Relative energy (zero: lowest compared OMol25 entry of this formula, charge and spin) = 1.610 eV
Lowest unoccupied orbital energy = -3.58 eV
Charge = +1


[4]
Molecular formula: C9H13BrOSi
Method: DFT, ωB97M-V/def2-TZVPD

Last column: natural (NBO) charge in e.
Positions of all 25 atoms, in Å:
Br1 2.858 -4.089 2.030  -0.9246
Si1 0.592 -0.110 0.574  1.8591
O1 0.206 -0.875 -0.782  -0.8838
C1 -0.836 2.106 -0.433  -0.1653
C2 -0.134 1.602 0.688  -0.5778
C3 -1.015 -3.174 -0.509  -0.6431
C4 -0.818 4.339 0.532  -0.1390
C5 -0.051 -2.184 -1.259  0.1225
C6 -1.162 3.454 -0.506  -0.2225
C7 1.357 -2.874 -1.273  -0.6580
C8 -0.150 3.789 1.669  -0.2158
C9 0.187 2.494 1.739  -0.1738
H1 0.499 -0.852 1.817  -0.1371
H2 -1.638 3.770 -1.526  0.2389
H3 2.126 -2.372 -1.971  0.2014
H4 0.704 2.291 2.665  0.2343
H5 1.937 -2.809 -0.336  0.2758
H6 -0.459 -3.437 0.410  0.2490
H7 1.310 -3.817 -1.659  0.2215
H8 -1.096 -4.092 -1.025  0.2399
H9 -1.158 1.570 -1.366  0.2455
H10 -0.979 5.459 0.577  0.2418
H11 0.191 4.266 2.520  0.2245
H12 -1.915 -2.566 -0.440  0.2052
H13 -0.558 -1.889 -2.135  0.1814

Properties
HOMO level (alpha / beta) = -6.5 / -6.6 eV
Relative energy (zero: lowest compared OMol25 entry of this formula, charge and spin) = 5.304 eV
Lowest unoccupied orbital energy (alpha / beta) = -3.29 / -3.25 eV
Charge = 0


[5]
Molecular formula: C9H13BrOSi
Method: DFT, ωB97M-V/def2-TZVPD

Last column: natural (NBO) charge in e.
Positions of all 25 atoms, in Å:
Br1 -2.273 -1.664 0.491  -0.3403
Si1 -0.404 -0.472 0.429  1.6972
O1 0.609 -1.052 -0.643  -0.9564
C1 1.386 -2.229 -0.837  0.1248
C2 -1.760 3.891 -0.077  -0.1841
C3 0.761 -3.451 -0.128  -0.6675
C4 2.792 -1.918 -0.241  -0.6333
C5 -0.252 2.315 0.848  -0.1600
C6 -2.356 2.898 -0.790  -0.2084
C7 -0.693 3.604 0.736  -0.1997
C8 -0.931 1.257 0.206  -0.6203
C9 -1.994 1.605 -0.605  -0.1584
H1 3.147 -0.924 -0.730  0.2124
H2 0.739 -3.504 0.954  0.2384
H3 -2.544 0.862 -1.137  0.2173
H4 0.510 2.060 1.473  0.2129
H5 -0.257 4.416 1.330  0.2192
H6 1.389 -4.294 -0.470  0.2194
H7 1.494 -2.302 -1.962  0.1932
H8 -3.203 3.195 -1.430  0.2153
H9 0.545 -1.224 2.902  -0.3149
H10 3.379 -2.767 -0.395  0.2169
H11 -2.198 4.799 -0.287  0.2133
H12 2.522 -1.501 0.735  0.2337
H13 -0.409 -3.600 -0.372  0.2294

Properties
HOMO level (alpha / beta) = -8.4 / -8.0 eV
Relative energy (zero: lowest compared OMol25 entry of this formula, charge and spin) = 3.919 eV
Lowest unoccupied orbital energy (alpha / beta) = -0.53 / -0.50 eV
Charge = 0


[6]
Molecular formula: C9H13Cl2N2
Method: DFT, ωB97M-V/def2-TZVPD

Last column: natural (NBO) charge in e.
Positions of all 26 atoms, in Å:
Cl1 -1.660 -0.700 -2.830  0.1663
Cl2 0.800 2.618 4.804  0.0294
N1 0.174 -2.272 -1.687  -0.2499
N2 -0.956 1.574 -0.704  -0.8262
C1 0.560 -3.287 -0.692  -0.4318
C2 0.284 2.326 3.199  -0.0977
C3 -1.340 1.392 1.665  -0.2827
C4 -0.564 1.842 0.567  0.1707
C5 1.187 -1.838 -2.675  -0.4349
C6 -1.052 -1.820 -1.705  0.1988
C7 -0.910 1.621 2.971  -0.1908
C8 0.635 2.561 0.814  -0.2726
C9 1.064 2.782 2.122  -0.1875
H1 -1.742 0.975 -0.916  0.3775
H2 1.997 3.301 2.323  0.2362
H3 -2.282 0.866 1.486  0.2064
H4 1.316 -0.749 -2.630  0.2527
H5 2.116 -2.345 -2.405  0.2432
H6 0.877 -2.121 -3.689  0.2519
H7 -1.789 -2.215 -0.998  0.2531
H8 1.230 2.930 -0.025  0.2132
H9 -0.028 -4.206 -0.823  0.2481
H10 1.622 -3.507 -0.824  0.2470
H11 0.379 -2.915 0.326  0.2534
H12 -0.432 1.931 -1.490  0.3918
H13 -1.485 1.256 3.817  0.2344

Properties
HOMO level = -10.2 eV
Relative energy (zero: lowest compared OMol25 entry of this formula, charge and spin) = 0.000 eV
Lowest unoccupied orbital energy = -5.29 eV
Charge = +1


[7]
Molecular formula: C9H13F4N2
Method: DFT, ωB97M-V/def2-TZVPD

Last column: natural (NBO) charge in e.
Positions of all 28 atoms, in Å:
F1 3.162 -2.555 -1.958  -0.3090
F2 1.485 -3.959 -1.692  -0.2816
F3 0.580 -1.554 -2.337  -0.2930
F4 2.547 -3.230 0.048  -0.3061
N1 2.389 1.542 -0.708  -0.4579
N2 1.708 -0.473 -0.682  -0.3164
C1 2.255 -0.220 0.634  -0.0628
C2 1.803 0.621 -1.395  0.2942
C3 2.691 1.063 0.548  -0.0381
C4 -1.795 0.150 1.274  -0.4454
C5 2.111 -2.904 -1.182  0.9423
C6 1.106 -1.696 -1.109  0.2937
C7 -1.536 1.264 0.328  -0.4403
C8 -2.677 1.421 1.281  -0.1896
C9 -4.054 1.219 0.773  -0.6119
H1 -2.291 -0.767 0.893  0.2035
H2 1.547 0.478 -2.368  0.2601
H3 -1.846 1.010 -0.637  0.2063
H4 -4.634 2.214 0.865  0.2344
H5 -3.975 0.662 -0.116  0.2098
H6 -2.540 2.015 2.115  0.2186
H7 -4.537 0.588 1.582  0.2189
H8 -0.677 1.833 0.462  0.1953
H9 0.332 -2.156 -0.393  0.2223
H10 3.184 1.807 1.268  0.2815
H11 -1.043 -0.160 1.939  0.2025
H12 2.590 2.479 -1.083  0.4686
H13 2.113 -0.694 1.651  0.3001

Properties
HOMO level = -12.6 eV
Relative energy (zero: lowest compared OMol25 entry of this formula, charge and spin) = 1.957 eV
Lowest unoccupied orbital energy = -3.56 eV
Charge = +1


[8]
Molecular formula: C9H13FNP
Method: DFT, ωB97M-V/def2-TZVPD

Last column: natural (NBO) charge in e.
Positions of all 25 atoms, in Å:
P1 0.197 0.780 -0.301  0.7028
F1 2.450 -2.196 -0.292  -0.3208
N1 3.056 1.430 -0.094  -0.4657
C1 4.364 1.413 0.212  0.0288
C2 2.457 0.279 -0.229  -0.0039
C3 -1.932 -1.814 0.245  -0.6146
C4 -2.092 -0.596 -0.683  -0.4525
C5 5.117 0.246 0.309  -0.2607
C6 -1.553 0.677 -0.044  -0.3679
C7 -2.218 1.114 1.329  -0.6818
C8 3.049 -0.971 -0.168  0.2983
C9 4.388 -0.930 0.059  -0.2283
H1 -3.343 0.847 1.315  0.2243
H2 -1.834 0.611 2.287  0.2169
H3 -2.164 -1.445 1.247  0.2040
H4 -3.116 -0.406 -0.938  0.2138
H5 -2.338 -2.834 0.030  0.2195
H6 -1.550 -0.769 -1.675  0.2006
H7 6.203 0.127 0.590  0.2333
H8 0.186 0.352 -1.675  -0.0071
H9 4.768 2.381 0.455  0.1934
H10 -2.070 2.172 1.597  0.2249
H11 0.610 2.130 -0.140  0.0175
H12 -0.877 -1.792 0.177  0.2059
H13 5.001 -1.770 0.178  0.2194

Properties
HOMO level (alpha / beta) = -7.3 / -7.3 eV
Relative energy (zero: lowest compared OMol25 entry of this formula, charge and spin) = 2.635 eV
Lowest unoccupied orbital energy (alpha / beta) = 0.05 / 0.05 eV
Charge = 0


[9]
Molecular formula: C9H13FNSe3SiTeTl
Method: DFT, ωB97M-V/def2-TZVPD

Last column: Mulliken charge in e.
Positions of all 30 atoms, in Å:
Tl1 -0.518 2.315 0.220  0.7570
Te1 -3.283 5.005 1.105  0.1294
Se1 -0.974 5.936 1.478  -0.1376
Se2 0.055 4.117 2.401  -0.1642
Se3 -2.823 3.713 -0.929  -0.2916
Si1 -0.983 -0.919 0.870  0.0589
F1 1.459 2.137 -1.344  -0.3392
N1 0.062 0.150 -0.018  -0.1246
C1 2.611 -1.749 -1.944  -0.9556
C2 -0.049 -1.849 2.197  -0.9553
C3 3.295 -0.729 -2.588  -0.3791
C4 1.832 0.820 -1.536  0.6544
C5 -2.196 0.237 1.734  -1.1757
C6 1.541 -1.476 -1.109  -0.0880
C7 2.889 0.581 -2.378  -0.8258
C8 1.105 -0.164 -0.862  0.5306
C9 -1.977 -2.042 -0.248  -0.9585
H1 4.130 -0.941 -3.240  0.3737
H2 -1.342 -2.713 -0.829  0.3410
H3 -2.554 -1.443 -0.957  0.2881
H4 1.020 -2.285 -0.611  0.2366
H5 0.458 -1.143 2.859  0.2840
H6 0.714 -2.509 1.779  0.3443
H7 -0.725 -2.456 2.803  0.3444
H8 -1.677 0.943 2.394  0.2873
H9 -2.677 -2.653 0.327  0.3491
H10 2.914 -2.778 -2.091  0.3888
H11 -2.892 -0.326 2.358  0.3522
H12 3.383 1.419 -2.853  0.4250
H13 -2.797 0.800 1.011  0.2504

Properties
HOMO level = -7.8 eV
Lowest unoccupied orbital energy = -2.12 eV
Charge = 0


[10]
Molecular formula: C9H13N2
Method: DFT, ωB97M-V/def2-TZVPD

Last column: natural (NBO) charge in e.
Positions of all 24 atoms, in Å:
N1 -0.880 -1.144 0.286  -0.3790
N2 0.919 0.566 0.175  -0.3427
C1 0.448 1.938 -0.160  -0.0134
C2 2.140 0.582 1.087  -0.3905
C3 -2.261 -0.943 0.241  0.0567
C4 -0.153 -0.154 0.809  0.2510
C5 -2.754 0.372 0.206  -0.3328
C6 -0.406 -2.416 -0.068  -0.4169
C7 -1.930 1.522 0.063  0.1844
C8 1.378 -0.055 -1.095  -0.4231
C9 -0.799 2.328 -0.283  -0.3016
H1 0.599 0.023 -1.810  0.2342
H2 -3.882 0.366 0.185  0.2672
H3 -2.928 -1.747 0.097  0.2261
H4 2.704 1.427 0.867  0.2208
H5 -0.997 3.270 -0.803  0.2753
H6 -1.210 -3.092 -0.053  0.2335
H7 0.118 -2.542 -0.949  0.2218
H8 1.661 0.650 2.144  0.2621
H9 2.225 0.431 -1.721  0.2654
H10 2.796 -0.323 0.954  0.2398
H11 1.178 2.706 -0.075  0.2279
H12 1.635 -1.089 -0.669  0.2150
H13 0.398 -2.676 0.572  0.2188

Properties
HOMO level (alpha / beta) = -11.6 / -11.8 eV
Relative energy (zero: lowest compared OMol25 entry of this formula, charge and spin) = 9.208 eV
Lowest unoccupied orbital energy (alpha / beta) = -4.59 / -4.86 eV
Charge = +1


[11]
Molecular formula: C9H13N2
Method: DFT, ωB97M-V/def2-TZVPD

Last column: natural (NBO) charge in e.
Positions of all 24 atoms, in Å:
N1 1.656 -1.230 -2.364  -0.3325
N2 -0.968 -0.661 0.454  -0.4044
C1 1.630 -1.874 -1.300  0.0277
C2 -1.092 0.082 1.519  0.0752
C3 -1.902 2.013 3.431  -0.0168
C4 -0.408 1.347 1.620  -0.0587
C5 0.907 0.017 -2.541  -0.4093
C6 2.568 -1.563 -3.480  -0.4301
C7 -2.001 -0.230 2.570  -0.0885
C8 -2.434 0.684 3.508  -0.2318
C9 -0.866 2.278 2.538  -0.2619
H1 1.588 0.796 -2.602  0.2111
H2 0.362 0.019 -1.597  0.2540
H3 0.354 1.709 0.821  0.2529
H4 1.971 -2.819 -0.834  0.2179
H5 0.347 -0.152 -3.441  0.2155
H6 -1.596 -1.382 0.325  0.3545
H7 -3.361 0.581 3.980  0.2440
H8 3.200 -0.585 -3.739  0.2135
H9 1.926 -1.608 -4.313  0.2116
H10 -2.333 2.840 3.955  0.2412
H11 -2.376 -1.205 2.427  0.2249
H12 -0.373 3.320 2.553  0.2526
H13 3.202 -2.377 -3.490  0.2374

Properties
HOMO level (alpha / beta) = -10.4 / -10.4 eV
Relative energy (zero: lowest compared OMol25 entry of this formula, charge and spin) = 7.018 eV
Lowest unoccupied orbital energy (alpha / beta) = -6.63 / -6.64 eV
Charge = +1


[12]
Molecular formula: C9H13N3O5W
Method: DFT, ωB97M-V/def2-TZVPD

Last column: natural (NBO) charge in e.
Positions of all 31 atoms, in Å:
W1 0.398 -0.101 -0.286  2.3366
O1 0.040 -0.555 -1.960  -0.6036
O2 -0.877 -1.947 -3.670  -0.2033
O3 -0.046 -1.908 3.298  -0.2279
O4 -0.880 1.438 0.077  -0.7158
O5 0.633 -0.756 1.357  -0.6199
N1 -1.192 -1.614 -0.103  -0.4305
N2 2.138 1.038 -0.223  -0.2651
N3 3.002 1.503 0.644  -0.1606
C1 3.917 -0.378 -0.053  -0.0284
C2 2.666 -0.177 -0.683  -0.2411
C3 -2.317 -0.568 -0.126  -0.3151
C4 -0.786 -1.788 -2.549  0.7840
C5 4.109 0.752 0.756  0.1018
C6 -1.263 -2.517 -1.316  -0.3586
C7 -0.215 -1.787 2.176  0.7813
C8 -1.168 -2.393 1.179  -0.3777
C9 -2.037 0.668 0.733  -0.1209
H1 -0.598 -3.370 -1.173  0.3110
H2 -2.268 -2.908 -1.484  0.3307
H3 -3.257 -1.015 0.203  0.3239
H4 -2.483 -0.254 -1.155  0.2767
H5 -1.746 0.491 1.761  0.2551
H6 2.550 -0.462 -1.730  0.3753
H7 4.637 -1.167 -0.247  0.3394
H8 2.819 2.381 1.145  0.5065
H9 -0.845 -3.420 0.999  0.3254
H10 -2.943 1.273 0.739  0.3292
H11 -2.156 -2.451 1.639  0.3230
H12 -1.068 2.396 -0.063  0.6256
H13 4.950 1.031 1.386  0.3431

Properties
HOMO level (alpha / beta) = -26.2 / -26.2 eV
Relative energy (zero: lowest compared OMol25 entry of this formula, charge and spin) = 1.023 eV
Lowest unoccupied orbital energy (alpha / beta) = -18.73 / -18.73 eV
Charge = +4